Record 1
Below is 10 unconnected molecules or ions with the total composition C19H41F3O16 at a distorted geometry, with properties calculated with wB97M-V/def2-TZVPD.

Last column: Mulliken charge in e.
Geometry (Å):
C  -18.231  15.323  12.943  -0.27
C  -19.242  15.884  11.918  0.24
O  -18.564  15.819  10.676  -0.28
C  -17.258  16.036  10.924  0.65
O  -16.397  16.182  10.066  -0.53
O  -17.016  15.843  12.288  -0.34
F  -19.713  17.167  12.041  -0.28
H  -18.189  14.239  13.055  0.28
H  -18.329  15.850  13.892  0.27
H  -20.186  15.341  11.873  0.25
C  -13.422  17.786  2.721  -0.38
C  -13.789  16.223  2.954  0.23
O  -14.150  15.914  1.590  -0.32
C  -13.771  16.843  0.734  0.71
O  -14.078  16.766  -0.423  -0.52
O  -13.065  17.742  1.403  -0.34
F  -14.857  16.111  3.692  -0.25
H  -12.776  18.088  3.545  0.33
H  -14.327  18.382  2.836  0.29
H  -12.994  15.632  3.408  0.28
C  -26.900  15.820  7.226  -0.45
C  -27.897  16.292  8.232  0.34
O  -27.700  15.361  9.286  -0.32
C  -26.340  14.872  9.160  0.63
O  -25.867  14.036  9.975  -0.54
O  -25.834  15.331  7.990  -0.28
F  -29.050  16.134  7.829  -0.27
H  -26.581  16.624  6.562  0.28
H  -27.325  14.972  6.688  0.29
H  -27.603  17.329  8.390  0.32
C  -21.677  18.567  3.747  -0.55
C  -22.202  19.896  3.173  -0.52
C  -21.135  21.014  3.505  -0.44
O  -19.921  20.129  3.518  -0.40
C  -20.147  18.747  3.985  -0.34
H  -21.765  17.663  3.145  0.27
H  -22.162  18.223  4.660  0.26
H  -23.206  20.211  3.460  0.38
H  -22.114  19.884  2.086  0.22
H  -21.312  21.526  4.450  0.28
H  -21.264  21.697  2.665  0.31
H  -20.063  18.545  5.052  0.22
H  -19.548  18.043  3.407  0.32
C  -25.674  21.314  -2.747  -0.48
O  -25.834  22.632  -2.097  -0.49
H  -24.611  21.252  -2.983  0.20
H  -25.952  20.416  -2.196  0.25
H  -26.298  21.401  -3.637  0.23
H  -26.531  22.432  -1.468  0.30
C  -16.926  21.875  -1.313  -0.43
O  -17.341  22.197  -2.675  -0.50
H  -17.729  22.289  -0.703  0.22
H  -16.893  20.791  -1.203  0.20
H  -15.946  22.301  -1.099  0.21
H  -17.795  23.034  -2.552  0.31
C  -29.963  17.417  1.940  -0.56
O  -28.635  17.793  2.062  -0.48
H  -29.977  16.335  1.805  0.25
H  -30.606  17.679  2.781  0.23
H  -30.515  17.862  1.113  0.26
H  -28.246  17.537  1.222  0.30
C  -17.548  21.633  9.668  -0.51
O  -17.982  23.007  9.525  -0.50
H  -17.076  21.311  8.740  0.26
H  -17.018  21.348  10.577  0.23
H  -18.444  21.013  9.707  0.21
H  -17.409  23.391  8.858  0.32
C  -23.491  26.296  9.053  -0.50
O  -22.516  25.906  10.052  -0.49
H  -23.195  27.243  8.603  0.25
H  -23.766  25.609  8.252  0.25
H  -24.278  26.632  9.728  0.21
H  -21.746  25.485  9.664  0.29
C  -16.011  24.787  4.607  -0.54
O  -15.105  24.603  5.673  -0.48
H  -17.024  24.796  5.009  0.21
H  -15.812  25.839  4.404  0.27
H  -15.884  24.229  3.679  0.25
H  -14.256  24.472  5.245  0.29

Summary:
E = -2251.7209 Eh
charge = 0
energy above the lowest of the compared OMol25 structures with the same formula, charge and spin = 129.7 kJ/mol
maximum force = 0.136 Eh/bohr
SMILES = O=C1OC[C@@H](F)O1.O=C1OC[C@@H](F)O1.O=C1OC[C@@H](F)O1.C1CCOC1.CO.CO.CO.CO.CO.CO

---

Record 2
Below is C12H13NO in the gas phase at a distorted geometry, with properties calculated with wB97M-V/def2-TZVPD.

Last column: Mulliken charge in e.
Geometry (Å):
C  -1.055  -1.857  1.178  0.01
C  -0.580  -0.302  -1.446  -0.91
C  0.344  -0.870  -0.682  0.02
C  -0.068  0.317  1.762  0.17
C  2.496  -1.631  0.206  -0.95
C  1.617  -1.479  -0.830  0.64
C  -0.401  1.802  1.865  -0.73
C  -0.984  2.454  0.557  -0.76
C  -2.011  1.484  -0.115  -0.95
C  -1.568  0.070  -0.400  0.14
C  -0.686  -0.556  0.759  1.17
C  1.921  -1.481  -2.318  -1.14
N  -1.239  -2.974  1.381  -0.61
O  0.754  -0.148  2.524  -0.59
H  -0.420  0.171  -2.394  0.41
H  3.531  -2.102  0.005  0.25
H  2.281  -1.687  1.259  0.34
H  -1.042  1.964  2.647  0.36
H  0.671  2.096  2.132  0.28
H  -1.545  3.293  0.887  0.40
H  -0.173  2.750  -0.120  0.36
H  -2.745  1.377  0.643  0.45
H  -2.417  2.114  -0.964  0.30
H  -2.612  -0.518  -0.391  0.41
H  2.912  -1.709  -2.660  0.42
H  1.708  -0.393  -2.554  0.23
H  1.310  -2.185  -2.933  0.28

Summary:
E = -594.9089 Eh
charge = 0
energy above the lowest of the compared OMol25 structures with the same formula, charge and spin = 379.7 kJ/mol
maximum force = 0.089 Eh/bohr
SMILES = C=C(C)C1=C[C@@H]2CCCC(=O)[C@]12C#N